{"formula": "C13H10N2", "method": "the ωB97M-V functional and the def2-TZVPD basis", "symbols": ["C", "C", "C", "C", "C", "C", "C", "N", "C", "C", "N", "C", "C", "C", "C", "H", "H", "H", "H", "H", "H", "H", "H", "H", "H"], "coordinates": [[2.6242, -1.1682, -1.8608], [1.6778, -0.5900, -0.9045], [1.8651, -0.3343, 0.4365], [0.8695, 0.1961, 1.2970], [1.2304, 0.4100, 2.5943], [0.2191, 0.6395, 3.6088], [-1.0267, 0.9341, 3.1250], [-1.4237, 0.6931, 1.7965], [-0.4689, 0.3139, 0.9757], [-0.7773, -0.0278, -0.3931], [-2.1016, 0.0274, -0.8544], [-2.3421, -0.0265, -2.1429], [-1.3727, -0.1591, -3.1469], [-0.0673, -0.3434, -2.6827], [0.3357, -0.2729, -1.3159], [2.8963, -0.4239, -2.6618], [2.0685, -2.0354, -2.3351], [3.6822, -1.4535, -1.4615], [2.8502, -0.5662, 0.9168], [2.2267, 0.2872, 3.0277], [0.3930, 0.8625, 4.6202], [-1.6781, 1.4910, 3.7671], [-3.4508, 0.0260, -2.3996], [-1.5644, -0.0778, -4.2269], [0.6527, -0.5814, -3.3845]], "fmax_ev_per_a": 4.60, "de_lowest_ev": 0.295, "charge": 0, "homo_lumo_gap_ev": 8.364}